[1]
Below is a 5-piece molecular cluster, C17H19BCl16NO6S2 overall, with properties calculated with ωB97M-V/def2-TZVPD.

As for the net charge: +1. As for the HOMO energy: -12.39 eV.

Element x y z (Å)
O: 8.374 -0.250 -0.312
S: 7.513 0.372 -1.246
O: 8.106 1.328 -2.123
O: 6.326 1.127 -0.460
C: 6.775 -0.920 -2.269
C: 5.548 -1.521 -1.523
C: 4.223 -1.041 -2.210
C: 3.173 -0.615 -1.153
C: 2.727 0.854 -1.103
N: 1.395 0.782 -0.487
O: 1.024 1.817 0.339
B: 0.588 2.912 -0.462
O: 0.117 2.739 -1.761
O: 0.678 4.161 0.044
C: 0.671 -0.253 -0.748
C: -0.699 -0.599 -0.250
C: -1.426 -1.501 -1.228
C: -1.159 -2.847 -1.347
C: -1.796 -3.645 -2.260
C: -2.744 -3.050 -3.064
C: -3.062 -1.721 -2.944
C: -2.401 -0.942 -2.024
S: 1.566 -1.267 -1.879
H: 5.790 1.622 -1.098
H: 7.504 -1.699 -2.498
H: 6.514 -0.449 -3.221
H: 5.550 -2.613 -1.532
H: 5.558 -1.207 -0.477
H: 4.383 -0.241 -2.935
H: 3.816 -1.928 -2.707
H: 3.246 -1.079 -0.168
H: 2.718 1.334 -2.088
H: 3.396 1.380 -0.411
H: -0.839 2.593 -1.747
H: 0.919 4.713 -0.721
H: -0.569 -1.152 0.694
H: -1.247 0.331 -0.074
H: -0.379 -3.256 -0.706
H: -1.553 -4.697 -2.353
H: -3.244 -3.661 -3.812
H: -3.829 -1.285 -3.576
H: -2.615 0.120 -1.927
C: -3.685 -3.367 2.225
Cl: -5.149 -4.308 1.938
Cl: -2.703 -3.329 0.741
Cl: -4.121 -1.712 2.670
Cl: -2.752 -4.105 3.532
C: 3.993 5.377 -2.652
Cl: 4.990 3.912 -2.503
Cl: 4.266 6.419 -1.260
Cl: 4.427 6.221 -4.130
Cl: 2.274 4.921 -2.723
C: -7.975 0.349 3.481
Cl: -8.165 -1.219 2.686
Cl: -8.230 0.168 5.217
Cl: -6.337 0.959 3.187
Cl: -9.152 1.491 2.825
C: -8.463 0.696 9.320
Cl: -8.382 2.055 8.192
Cl: -9.772 -0.390 8.835
Cl: -6.928 -0.183 9.292
Cl: -8.769 1.298 10.952

These are the Löwdin partial charges, in e, on atoms 1 to 2: O -0.236; S 0.578

=====

[2]
Below is C6H9NOS3 as an isolated structure, with properties calculated with ωB97M-V/def2-TZVPD.

Its energy above the lowest of the compared OMol25 structures with the same formula, charge and spin is 0.0 kJ/mol. As for the HOMO energy: -8.51 eV.

Element x y z (Å)
C: -3.793 -0.522 0.440
C: -1.174 -0.156 -0.159
C: 1.030 -0.566 -0.180
C: 3.078 0.601 1.031
C: 0.101 0.466 -0.287
C: 0.519 1.893 -0.720
H: -3.539 -0.860 1.482
H: -3.727 -1.468 -0.122
H: -4.827 -0.135 0.357
H: 2.656 1.610 0.937
H: 4.142 0.774 1.246
H: 2.477 0.208 1.981
H: 0.005 2.362 -1.651
H: 1.638 1.677 -1.044
H: -0.620 2.810 0.590
N: -1.209 -1.472 0.018
O: 0.412 2.760 0.380
S: -2.630 0.758 -0.140
S: 0.316 -2.040 0.053
S: 2.839 -0.534 -0.393

These are the Löwdin partial charges, in e, on atoms 1 to 2: C -0.399; C -0.736

=====

[3]
Below is C20H16BClF4N8O5Ti as an isolated structure, with properties calculated with ωB97M-V/def2-TZVPD.

Its energy above the lowest of the compared OMol25 structures with the same formula, charge and spin is 2.8 kJ/mol. As for the HOMO energy: -9.29 eV.

Element x y z (Å)
Ti: 0.465 0.051 -2.776
O: 3.460 -0.388 -0.167
Cl: 2.836 0.646 -0.959
O: 2.738 1.905 -0.265
O: 1.712 0.177 -3.777
O: 1.301 0.149 -1.028
C: -0.444 4.884 -0.324
N: -0.144 3.956 -1.418
C: -0.568 2.711 -1.591
N: 0.059 2.183 -2.635
C: 0.869 3.188 -3.072
N: 0.764 4.281 -2.365
C: -0.907 4.103 0.879
C: -2.214 4.192 1.336
C: -2.671 3.334 2.330
C: -1.839 2.351 2.834
C: -0.522 2.269 2.386
C: -0.047 3.160 1.433
C: 0.345 1.149 2.749
N: 1.624 1.109 2.856
N: 1.968 -0.242 2.906
C: 0.866 -0.896 2.831
O: -0.228 -0.085 2.786
C: 0.641 -2.318 2.567
C: -0.357 -3.042 3.212
C: -0.626 -4.339 2.812
C: 0.052 -4.891 1.732
C: 1.035 -4.164 1.077
C: 1.625 -4.634 -0.231
N: 0.993 -3.879 -1.314
C: 1.405 -2.722 -1.813
N: 0.417 -2.157 -2.491
C: -0.614 -3.044 -2.355
N: -0.302 -4.094 -1.643
C: 1.353 -2.886 1.520
H: -1.197 5.598 -0.655
H: 0.485 5.422 -0.139
H: -1.277 2.203 -0.961
H: 1.538 3.079 -3.908
H: -2.889 4.916 0.896
H: -3.691 3.407 2.680
H: -2.212 1.642 3.561
H: 0.966 3.045 1.063
H: -0.925 -2.591 4.016
H: -1.394 -4.910 3.316
H: -0.210 -5.880 1.375
H: 1.458 -5.693 -0.413
H: 2.693 -4.428 -0.287
H: 2.386 -2.308 -1.643
H: -1.588 -2.888 -2.790
H: 2.102 -2.286 1.013
F: -1.614 -0.084 -1.784
B: -2.356 -0.061 -3.026
F: -1.209 -0.181 -3.983
F: -2.963 1.139 -3.199
F: -3.146 -1.157 -3.154

These are the Löwdin partial charges, in e, on atoms 1 to 2: Ti 0.969; O -0.422

=====

[4]
Below is a single C4H5NO molecule, with properties calculated with ωB97M-V/def2-TZVPD.

Its energy above the lowest of the compared OMol25 structures with the same formula, charge and spin is 110.2 kJ/mol. As for the HOMO energy: -9.93 eV. The structure (SMILES) is CC#CC(N)=O.

Element x y z (Å)
C: -2.415 0.136 0.265
C: -0.987 -0.113 0.077
C: 0.194 -0.313 -0.073
C: 1.608 -0.632 -0.280
N: 2.444 0.435 -0.159
O: 1.996 -1.756 -0.538
H: -2.999 -0.756 0.020
H: -2.753 0.956 -0.378
H: -2.626 0.409 1.304
H: 3.430 0.276 -0.292
H: 2.109 1.358 0.056

These are the Löwdin partial charges, in e, on atoms 1 to 2: C -0.097; C -0.061

=====

F_max: 0.0544 0.0660 0.0128 0.0134 (hartree/bohr)